[1]
Entry from OMol25: a molecular structure, C24H48F24N8O20S8 (ωB97M-V/def2-TZVPD).

Cartesian coordinates (Å):
C: -0.1720 -20.4391 12.7305
C: -0.0996 -20.2876 11.2349
C: -0.8671 -21.4564 10.5405
O: -2.1612 -20.9909 10.2563
C: -3.1833 -21.9243 9.9779
N: -0.6986 -18.9541 11.0480
H: -0.9486 -18.9923 10.0701
H: -1.5184 -18.9267 11.6372
H: -0.1323 -18.1310 11.1966
H: 0.4166 -19.7056 13.2816
H: 0.1899 -21.4322 12.9969
H: -1.2024 -20.4255 13.0859
H: 0.8985 -20.0375 10.8752
H: -0.9152 -22.2195 11.3174
H: -0.4455 -21.8115 9.6001
H: -3.8780 -21.4078 9.3155
H: -3.5820 -22.3666 10.8909
H: -2.7780 -22.7133 9.3444
C: -2.2686 -8.4830 3.4137
C: -0.8392 -8.0281 3.2155
C: 0.1327 -9.2428 2.9331
O: 0.0788 -10.1248 4.0412
C: 1.1725 -10.9752 4.0635
N: -0.6054 -6.9886 2.1276
H: 0.3375 -6.6275 2.1027
H: -0.8906 -7.2996 1.2100
H: -1.0147 -6.0979 2.3713
H: -2.9249 -7.8682 4.0297
H: -2.3482 -9.4171 3.9698
H: -2.8677 -8.5116 2.5036
H: -0.5809 -7.5024 4.1347
H: 1.1363 -8.8324 2.8212
H: 0.0023 -9.7631 1.9842
H: 1.0530 -11.7467 3.3029
H: 1.2038 -11.4765 5.0308
H: 2.1277 -10.4574 3.9763
C: -4.0615 -11.4477 10.4152
C: -2.9044 -12.2195 9.8037
C: -1.9532 -11.4856 8.9004
O: -1.5293 -10.3812 9.7184
C: -0.8013 -9.4576 8.9044
N: -2.2691 -13.0270 10.9372
H: -1.6146 -12.4891 11.4872
H: -2.8758 -13.4776 11.6072
H: -1.5398 -13.6807 10.6901
H: -3.6815 -10.5391 10.8823
H: -4.6349 -12.0681 11.1039
H: -4.7934 -11.1490 9.6646
H: -3.4708 -12.9631 9.2431
H: -2.5012 -11.0814 8.0492
H: -1.0853 -12.0708 8.5965
H: -1.2143 -8.8763 8.0800
H: -0.0135 -9.9908 8.3722
H: -0.2926 -8.6961 9.4956
C: -3.8543 -4.2048 11.4252
C: -3.8205 -2.7511 10.8276
C: -2.4675 -2.5115 10.0388
O: -2.1283 -3.7218 9.3399
C: -0.8191 -3.5813 8.8097
N: -4.9767 -2.3966 9.9126
H: -5.2346 -1.4205 9.9392
H: -4.5488 -2.6014 9.0209
H: -5.6577 -3.1122 10.1230
H: -4.7862 -4.4593 11.9300
H: -2.8727 -4.4476 11.8321
H: -3.7219 -4.9014 10.5974
H: -4.1159 -2.0188 11.5790
H: -1.7724 -2.2636 10.8410
H: -2.4287 -1.7124 9.2985
H: -0.4711 -4.5786 8.5407
H: -0.1647 -3.3065 9.6369
H: -0.9208 -2.9321 7.9400
C: -6.9701 -16.0033 13.0192
F: -7.7350 -15.2611 13.7973
F: -7.4912 -17.1799 12.6460
F: -6.5571 -15.4285 11.9118
S: -5.3699 -16.3355 14.0662
O: -5.7072 -17.2395 15.2157
O: -4.3550 -17.0273 13.2867
N: -4.7287 -14.7996 14.5720
S: -5.2583 -14.5002 15.9963
O: -6.6947 -14.7916 16.2327
O: -4.4207 -15.0813 17.0511
C: -5.1535 -12.4917 16.0302
F: -6.1165 -11.9862 15.2879
F: -5.4390 -12.2300 17.2970
F: -4.0147 -11.9818 15.7494
C: -5.2201 -14.1960 2.4142
F: -6.3551 -14.5683 1.7776
F: -4.1723 -14.7643 1.9442
F: -5.0205 -12.8829 2.4342
S: -5.5221 -14.6052 4.2701
O: -4.5698 -13.7554 4.9446
O: -6.9092 -14.2452 4.5633
N: -5.3585 -16.3418 4.3952
S: -3.9564 -16.5314 4.9696
O: -2.8634 -16.1364 4.0785
O: -3.7809 -16.1539 6.3716
C: -3.8550 -18.4705 4.9811
F: -2.8838 -18.7903 5.7925
F: -4.9085 -18.9954 5.4976
F: -3.5936 -18.9464 3.7447
C: -7.8259 -6.8113 9.4983
F: -7.5842 -7.2961 10.6869
F: -6.7747 -6.1273 9.1224
F: -7.9827 -7.8360 8.6895
S: -9.3685 -5.5870 9.5797
O: -9.4708 -4.7698 8.3417
O: -10.5085 -6.4513 9.9556
N: -8.7910 -4.5070 10.7685
S: -9.8364 -4.4516 11.8507
O: -11.1784 -3.9685 11.5624
O: -9.7169 -5.6281 12.8230
C: -9.1286 -2.9698 12.8743
F: -7.8442 -3.0843 12.9691
F: -9.5100 -1.8552 12.2576
F: -9.7739 -2.9724 14.0550
C: 1.8845 -15.2049 14.2833
F: 0.6562 -15.7152 14.1715
F: 1.9698 -14.4774 15.3426
F: 2.8087 -16.1821 14.3340
S: 2.2421 -14.0658 12.6741
O: 1.3600 -12.9360 12.9719
O: 3.6712 -13.7991 12.7809
N: 1.6774 -15.1420 11.4511
S: 2.6350 -14.7549 10.3232
O: 2.3659 -13.4380 9.7083
O: 4.0774 -15.0440 10.5561
C: 2.0453 -15.9184 8.8519
F: 2.3108 -17.2116 9.1225
F: 0.7246 -15.7959 8.6599
F: 2.6542 -15.5636 7.6894

- LUMO level (eV) = -3.012
- frontier orbital gap (eV) = 4.95
- E_tot (eV) = -230418.6036
- HOMO energy (Ha) = -0.293

---

[2]
Entry from OMol25: 2 unconnected molecules or ions with the total composition C10H21NO2 (ωB97M-V/def2-TZVPD).

Cartesian coordinates (Å):
C: -2.0491 0.0059 1.5075
C: -1.3156 -0.9323 0.5803
N: -0.1387 -1.2049 1.0015
O: 0.5956 -2.1925 0.3832
C: -2.0884 -1.5436 -0.5577
C: -3.4236 -0.9236 -0.8029
C: -1.3348 -1.2931 -1.8932
H: -2.5556 -0.5894 2.2664
H: -2.8216 0.5116 1.0842
H: -1.3719 0.5523 2.1502
H: 0.1046 -2.7142 -0.1609
H: -2.1578 -2.6671 -0.4543
H: -4.2000 -1.0632 -0.0135
H: -3.8146 -1.5303 -1.6218
H: -3.5090 0.2159 -1.0321
H: -0.3418 -1.7157 -2.0194
H: -1.2419 -0.1869 -2.0490
H: -1.8682 -1.7899 -2.7776
C: 0.5434 2.3522 0.5449
C: 1.1465 1.2265 0.9886
O: 1.2952 0.9355 2.2819
C: 2.2164 0.4452 0.1002
C: 2.0403 0.6933 -1.4257
C: 3.5916 1.1625 0.4367
H: 0.5042 2.5285 -0.5242
H: 0.0058 3.0549 1.2673
H: 0.8150 0.1044 2.4203
H: 2.2177 -0.5934 0.3162
H: 2.2321 1.7754 -1.6003
H: 0.9463 0.6275 -1.7769
H: 2.8047 0.1343 -1.9910
H: 3.4091 2.1003 0.1149
H: 3.8454 1.0702 1.3955
H: 4.2236 0.7896 -0.3501

- LUMO level (eV) = 0.605
- energy above the lowest of the compared OMol25 structures with the same formula, charge and spin (kJ/mol) = 507.0
- frontier orbital gap (eV) = 9.18
- E_tot (eV) = -16291.5303
- HOMO energy (Ha) = -0.315

---

[3]
Entry from OMol25: 2 unconnected molecules or ions with the total composition C6H14N2O2 (ωB97M-V/def2-TZVPD).

Cartesian coordinates (Å):
C: 1.3256 2.9623 -1.8298
N: 1.1991 2.6350 -0.4256
C: 0.4892 3.4406 0.4167
C: 0.0157 2.8545 1.6935
O: 0.3722 4.6303 0.1466
H: 2.0281 3.7070 -2.1769
H: 1.7983 2.0470 -2.2619
H: 0.3348 2.9111 -2.2934
H: 1.0572 1.6663 -0.1767
H: -1.0291 3.1124 1.7802
H: 0.3465 1.8243 1.7783
H: 0.5817 3.3853 2.4692
C: 0.2911 -2.9411 1.6495
N: -0.6509 -3.2647 0.6145
C: -0.8601 -2.3739 -0.3914
C: -1.7331 -2.9611 -1.5196
O: -0.5390 -1.2110 -0.4336
H: 0.4411 -1.8720 1.7336
H: 0.2763 -3.4886 2.5944
H: 1.2718 -3.4354 1.3741
H: -1.0657 -4.1642 0.5550
H: -2.7102 -3.2435 -1.1055
H: -1.8063 -2.2590 -2.3432
H: -1.4342 -3.9618 -1.8479

- LUMO level (eV) = 0.594
- energy above the lowest of the compared OMol25 structures with the same formula, charge and spin (kJ/mol) = 146.7
- frontier orbital gap (eV) = 9.86
- E_tot (eV) = -13524.1035
- HOMO energy (Ha) = -0.340

---

[4]
Entry from OMol25: 2 unconnected molecules or ions with the total composition C6H9N (ωB97M-V/def2-TZVPD).

Cartesian coordinates (Å):
C: -0.7076 1.4746 0.3331
C: -0.8661 -0.0292 0.2472
C: 0.7436 -0.4590 -1.8368
C: 1.5953 -0.4828 -0.8195
C: 2.1490 -0.5317 0.3209
C: -0.1341 -0.8378 1.2182
N: -1.9527 -0.7025 0.1165
H: 0.3432 1.7548 0.2383
H: -1.0429 1.8256 1.3252
H: -1.3107 1.9977 -0.4100
H: 0.7779 0.4118 -2.4815
H: 0.5115 -1.4301 -2.2646
H: 3.2236 -0.6318 0.5288
H: -0.2891 -1.9189 1.2506
H: -0.2806 -0.3565 2.1875
H: -2.7602 -0.0842 0.0459

- LUMO level (spin up / spin down) (eV) = -0.199 / -0.193
- energy above the lowest of the compared OMol25 structures with the same formula, charge and spin (kJ/mol) = 630.8
- frontier orbital gap (spin up / spin down) (eV) = 7.90 / 7.91
- E_tot (eV) = -7851.6221
- HOMO energy (spin up / spin down) (Ha) = -0.298 / -0.298

---

[5]
Entry from OMol25: 2 unconnected molecules or ions with the total composition C6H15NS (ωB97M-V/def2-TZVPD).

Cartesian coordinates (Å):
C: 0.9244 2.9613 1.0723
C: 0.1377 2.0240 0.1462
C: -0.9071 1.1102 0.9027
S: -0.1293 -0.1709 2.0075
H: 0.3110 3.8151 1.4042
H: 1.7788 3.3456 0.5055
H: 1.3015 2.4131 1.9464
H: -0.2711 2.6137 -0.7024
H: 0.9087 1.3363 -0.2465
H: -1.6603 0.7240 0.1905
H: -1.4784 1.7196 1.6143
C: 1.5731 -1.5458 -0.6755
C: 0.0818 -1.2913 -0.6651
C: -1.3426 -1.3342 -2.7791
N: -0.4404 -1.8315 -1.9933
H: 1.8129 -2.6240 -0.6215
H: 2.0092 -1.1345 -1.5977
H: 2.0179 -1.0328 0.1906
H: -0.5203 -1.7946 0.0801
H: -0.0986 -0.2591 -0.6983
H: -1.6842 -1.9239 -3.6464
H: -1.7447 -0.3451 -2.5915
H: -0.3341 -2.8437 -2.0032

- LUMO level (eV) = -1.685
- energy above the lowest of the compared OMol25 structures with the same formula, charge and spin (kJ/mol) = 346.3
- frontier orbital gap (eV) = 4.27
- E_tot (eV) = -18787.0009
- HOMO energy (Ha) = -0.219

---

no.,maximum force (eV Å⁻¹)
1,8.34
2,5.52
3,3.21
4,2.22
5,1.89